(1)
The ion C17H21BrNO with charge +1. Source: OMol25; level of theory: ωB97M-V/def2-TZVPD.

Geometry as XYZ:
```
41
Properties=species:S:1:pos:R:3:forces:R:3
Br 1.22799 -1.21902 6.43342 -0.01 0.12 -0.33
O 0.88068 0.53874 0.66719 -0.19 0.04 0.25
N -1.15504 -1.11656 0.48831 0.26 -0.11 -0.12
C -2.01596 -2.11043 -1.56964 -0.06 0.02 0.18
C -2.42725 0.31437 -1.06183 -0.04 -0.03 0.19
C -0.09578 -0.38152 2.58969 0.18 0.06 -0.32
C 2.20886 0.34014 2.70863 -0.11 0.09 -0.40
C -0.02426 -0.79403 3.90854 0.17 0.03 0.05
C 2.26728 -0.07006 4.02891 -0.25 -0.15 0.23
C 1.03705 0.18685 1.98134 0.00 -0.18 0.44
C -1.38530 -0.48714 1.81568 0.03 0.36 0.56
C 1.31219 -0.03290 -2.24756 0.06 0.06 0.03
C 1.98142 1.04966 -0.09301 0.20 0.11 -0.36
C 0.80186 0.01885 -3.53307 -0.03 -0.10 0.01
C 1.48148 1.13528 -1.51070 0.05 0.01 0.18
C 0.61759 2.40373 -3.36029 -0.05 0.04 -0.05
C 1.12503 2.35308 -2.07262 0.07 -0.09 0.08
C -2.29511 -1.08410 -0.48242 -0.36 0.01 -0.48
C 0.45289 1.23854 -4.09022 -0.03 0.03 -0.02
C 1.15432 -0.63981 4.62488 0.04 -0.05 0.23
H 1.25404 3.26315 -1.50668 0.02 0.12 0.08
H 3.08020 0.78673 2.25884 0.10 0.05 -0.07
H 0.68768 -0.88971 -4.10507 0.00 -0.08 -0.07
H 3.17866 0.05480 4.59107 0.08 0.00 0.05
H -0.85690 -2.08738 0.62645 0.02 0.20 -0.01
H -1.11316 -1.85224 -2.11844 0.12 0.04 -0.06
H -2.65371 1.05354 -0.29904 -0.02 0.12 0.05
H -1.91272 -3.11189 -1.15706 0.03 -0.14 0.03
H -0.34882 -0.58067 0.09044 -0.21 -0.36 0.04
H 1.60537 -0.98303 -1.82013 0.07 -0.11 0.04
H 0.06156 1.27983 -5.09446 -0.03 0.01 -0.11
H -0.88781 -1.22714 4.38848 -0.11 -0.07 0.05
H 2.27116 2.03389 0.28606 -0.02 -0.10 0.03
H -3.20210 -1.35731 0.06620 0.17 0.01 0.07
H -2.12225 -1.06653 2.37402 0.02 0.01 -0.17
H -2.84060 -2.13068 -2.27554 -0.08 0.02 -0.04
H -3.23904 0.33188 -1.78264 -0.08 -0.04 -0.05
H 2.83220 0.36242 -0.01976 -0.10 0.06 0.07
H -1.78338 0.51581 1.64312 -0.05 -0.16 -0.13
H -1.51403 0.60565 -1.57672 0.15 0.04 -0.09
H 0.35370 3.35524 -3.79436 -0.03 0.10 -0.05
```
Forces are in eV/Å.

## Properties
Strongest force on any atom in Eh/bohr: 0.013
Lowest unoccupied orbital energy in eV: -2.472
Net charge: +1
Molecular weight in g mol⁻¹: 335.26
Spin multiplicity: 1
SMILES: CC(C)[NH2+]Cc1cc(Br)ccc1OCc1ccccc1

(2)
A structure of composition C17H21Cl2NO4PdS2. Source: OMol25; level of theory: ωB97M-V/def2-TZVPD.

Geometry as XYZ:
```
48
Properties=species:S:1:pos:R:3:forces:R:3
Pd 1.20844 0.54533 0.25425 -0.75 -1.56 -0.46
Cl 2.07680 -1.69922 0.16298 0.42 -0.60 0.27
Cl 2.91558 1.78637 -0.35295 2.67 1.18 -1.18
S 2.79756 0.62860 3.82814 -1.83 0.10 -0.70
S 0.41333 2.50690 1.07690 -1.15 1.55 1.28
O -2.07847 -3.29287 0.44939 -0.01 -0.02 0.34
O 3.34733 -0.55781 3.21660 0.12 0.53 0.56
O 3.52713 1.26794 4.89366 0.31 0.00 0.13
O -0.61172 -0.14232 0.72221 -1.95 -0.60 -0.34
N 2.30314 1.70525 2.71546 1.28 0.35 -0.27
C -1.11756 0.63456 3.51739 -0.53 0.14 0.12
C 0.88072 -0.10793 -2.74313 -0.93 2.60 -0.44
C 0.23131 0.97491 3.46795 -0.12 -1.34 0.10
C -2.54948 -1.51496 -2.39012 -0.61 -0.43 -0.01
C 0.36741 -2.62942 -2.39568 0.50 -0.42 0.23
C 1.10842 0.31161 4.31856 -0.33 -0.65 1.02
C -0.01231 -1.21850 -2.57059 -2.84 0.49 0.27
C -1.61301 -0.14839 4.56403 0.57 0.13 0.11
C 0.66062 -0.52406 5.33538 -0.13 0.42 -0.06
C 0.99973 1.73275 2.47865 0.43 0.71 0.12
C -2.43667 1.60582 -2.84564 -0.36 0.27 0.07
C -1.33413 -0.70892 -2.53103 1.99 -0.07 -0.24
C 0.09988 1.08825 -2.80272 1.29 -1.76 0.41
C 2.33704 -0.21536 -2.89620 0.73 0.12 0.17
C -1.26958 0.71116 -2.69583 0.44 -1.10 0.04
C 0.60981 2.46722 -2.93969 0.25 0.41 -0.21
C -0.72043 -0.68553 5.50843 0.18 -0.06 0.00
H -2.72729 1.67923 -3.90927 0.05 0.03 0.24
H 2.66372 -0.35454 -3.94275 -0.19 -0.05 0.19
H -2.22135 2.62416 -2.48921 -0.11 -0.28 -0.08
H -2.42392 -2.31305 -1.65141 -0.06 0.12 -0.15
H -2.68379 -0.35951 4.64749 0.39 0.08 -0.10
H 1.32683 -2.69156 -1.86444 -0.22 0.00 -0.31
H -2.80150 -1.96608 -3.35881 -0.28 -0.15 0.09
H 0.83212 2.69057 -3.99187 0.02 0.23 0.03
H -3.39440 -0.89691 -2.07368 -0.07 -0.13 -0.01
H -1.09601 -1.24427 6.37093 0.09 0.03 -0.36
H -0.12999 3.19295 -2.57925 0.18 -0.02 -0.08
H 2.69126 -1.04533 -2.27104 0.13 0.16 -0.29
H -1.76528 0.93930 2.70192 0.09 0.20 0.21
H 1.40614 -0.98482 5.98065 -0.31 -0.07 0.02
H 1.52932 2.60258 -2.35632 -0.17 0.03 -0.10
H -0.34230 -3.14205 -1.73475 -0.03 -0.03 -0.39
H -3.30575 1.20735 -2.30216 0.19 0.21 -0.12
H 2.80214 0.69426 -2.49304 0.05 -0.30 -0.29
H 0.46733 -3.13818 -3.36766 -0.18 -0.10 0.16
H -1.25626 0.51574 0.38713 0.56 -0.57 0.35
H -1.71188 -2.53124 0.95114 0.24 0.22 -0.34
```
Forces are in eV/Å.

## Properties
Strongest force on any atom in Eh/bohr: 0.061
Lowest unoccupied orbital energy (spin up / spin down) in eV: 4.900 / 3.283
Net charge: -2
Molecular weight in g mol⁻¹: 544.82
Spin multiplicity: 5
Expectation value of S²: 6.053

(3)
A structure of composition C17H21Cl2NO5PtS. Source: OMol25; level of theory: ωB97M-V/def2-TZVPD.

Geometry as XYZ:
```
48
Properties=species:S:1:pos:R:3:forces:R:3
Pt -0.24912 -0.97136 -0.07067 -0.23 -0.91 -1.10
Cl 1.81620 -1.99396 0.24662 1.59 -0.66 0.37
Cl 3.96952 0.88631 -0.53062 0.73 0.34 -0.02
S 0.52171 1.56047 1.83788 -0.01 -2.63 0.49
O -1.28752 -2.73391 0.19324 -0.83 -0.55 0.64
O -1.97998 0.07713 0.11119 -1.10 1.83 -0.14
O -0.65551 2.32729 1.47018 0.41 0.08 0.16
O -0.54715 -1.91624 2.94699 0.60 1.10 0.53
O 1.79289 1.90270 1.27339 -0.84 0.28 0.41
N 0.19172 -0.09120 1.71184 -0.11 1.24 2.14
C -0.05603 -0.78609 2.88304 -0.05 0.37 -2.05
C -1.28241 -0.98877 -2.25414 2.35 -1.30 -0.41
C -1.24349 0.39514 -2.59716 1.79 0.78 -0.04
C -2.43662 1.23556 -2.82106 -0.45 0.20 0.14
C 0.94390 2.38901 4.51225 -0.14 -0.57 0.26
C 0.94719 -0.30945 -2.54454 -0.88 -0.85 -0.11
C 0.61933 1.38123 3.60134 0.36 1.36 0.81
C 0.11741 0.81063 -2.69044 -1.48 -0.33 -0.41
C 0.95951 2.05508 5.87829 -0.11 -0.15 -0.37
C 0.49832 -2.87656 -2.39224 0.23 -0.30 0.28
C -2.46207 -1.86923 -2.37492 -0.41 -0.13 0.39
C 0.65456 0.74792 6.30856 0.15 0.52 -0.36
C 0.33375 0.09456 4.00309 -0.13 0.34 1.40
C 0.34127 -0.22187 5.36175 0.04 0.06 -0.34
C 2.35832 -0.40694 -2.91022 0.66 0.25 0.34
C 0.57606 2.18688 -3.01494 0.22 0.27 0.16
C 0.11033 -1.46715 -2.13560 -1.95 1.25 -1.89
H 2.95170 0.30729 -2.28326 -0.15 -0.27 -0.23
H 1.16798 3.39367 4.14547 -0.04 -0.31 0.25
H -2.62357 1.39440 -3.89264 0.02 0.01 0.06
H 0.09937 -1.23931 5.61817 -0.06 -0.18 0.24
H 1.20000 2.82116 6.61016 0.00 -0.09 -0.05
H 1.53215 2.38573 -2.51466 -0.12 0.03 -0.12
H -2.67033 -2.10227 -3.43004 0.04 0.00 0.08
H -2.30236 -2.78841 -1.80423 -0.05 0.13 -0.16
H -0.15353 2.92514 -2.66289 0.12 -0.02 -0.07
H 1.49133 -3.04727 -1.96811 -0.17 -0.17 -0.24
H 0.49939 -3.09801 -3.46569 -0.03 -0.04 -0.01
H 0.66584 0.51244 7.37689 0.00 0.05 -0.39
H -1.53875 -2.71385 1.13942 0.46 0.00 -0.57
H -0.19632 -3.52952 -1.86048 0.08 -0.12 -0.12
H 2.77049 -1.38743 -2.65960 -0.05 0.10 -0.20
H -2.33757 2.22406 -2.35458 0.01 -0.16 -0.06
H -3.31394 0.74344 -2.38921 0.08 0.20 -0.05
H 2.54637 -0.15252 -3.96623 -0.17 -0.10 0.14
H -3.34354 -1.37796 -1.94547 0.06 -0.09 -0.07
H -1.70796 0.97911 0.40095 -0.47 -0.90 0.17
H 0.71122 2.33289 -4.09705 0.02 0.02 0.11
```
Forces are in eV/Å.

## Properties
Strongest force on any atom in Eh/bohr: 0.058
Lowest unoccupied orbital energy (spin up / spin down) in eV: 4.551 / 4.176
Net charge: -2
Molecular weight in g mol⁻¹: 617.41
Spin multiplicity: 5
Expectation value of S²: 6.024

Short version: DFT total energy = -3364.190350 -2860.615528 -2529.111969 hartree, in the order given.